A structure of composition C10H9I2LuN3O4RhS at a distorted geometry. Source: OMol25; level of theory: the ωB97M-V functional and the def2-TZVPD basis.

Frontier orbital gap (alpha / beta)   0.3194 / 0.2155 Ha
Spin multiplicity   5
Expectation value of S²   6.038
Net charge   +4
Relative energy (zero: lowest compared OMol25 entry of this formula, charge and spin)   0.000 eV

Last column: Löwdin spin population.
Cartesian coordinates (Å):
1 I 2.25 -1.90 1.75  0.871
2 I 1.80 3.18 0.49  0.918
3 Lu 0.25 0.90 1.17  0.054
4 Rh -0.26 -1.74 0.55  0.213
5 S 1.31 -0.49 -0.96  0.673
6 C -1.97 -1.70 -0.16  -0.001
7 C -0.96 -1.92 2.25  0.035
8 C 0.68 -0.13 -2.64  0.073
9 C 1.60 0.96 -3.21  0.017
10 C -0.76 0.34 -2.62  0.047
11 C 0.86 -1.44 -3.41  0.032
12 C -1.46 2.19 2.65  0.008
13 C -1.82 1.87 0.19  -0.001
14 O -1.48 -2.10 3.28  0.011
15 O -3.06 -1.82 -0.54  -0.001
16 O -2.22 2.76 3.30  0.002
17 O -2.81 2.36 -0.13  0.000
18 H 1.30 1.17 -4.25  0.002
19 H 2.64 0.62 -3.21  0.001
20 H 1.50 1.89 -2.63  0.010
21 H -1.09 0.44 -3.67  0.010
22 H -0.83 1.32 -2.14  0.000
23 H -1.41 -0.37 -2.11  0.000
24 H 0.54 -1.28 -4.45  0.007
25 H 0.23 -2.23 -2.97  0.000
26 H 1.91 -1.75 -3.39  0.001
27 N 0.73 0.60 3.25  0.150
28 C 0.91 0.16 4.34  0.041
29 N 1.27 -0.33 5.45  0.217
30 C 0.48 -0.64 6.45  0.135
31 N -0.14 -0.95 7.40  0.476